Entry 1:
24
Properties=species:S:1:pos:R:3 method="wB97M-V/def2-TZVPD" total_energy_ev=-33051.822 homo_ev="-8.44 / -8.65" de_lowest_ev=0.516
H 0.10 3.49 0.16
H 2.82 0.10 1.00
C 0.75 -0.20 1.48
P -0.45 2.26 0.12
H 1.32 -2.47 0.61
C -2.91 0.33 0.47
H 2.58 -2.27 -0.58
C -0.14 1.00 -2.26
N -1.86 -0.19 -0.15
S 0.71 1.67 1.76
C -3.25 -1.53 0.04
O 0.43 1.71 -1.17
H 0.84 -0.57 2.44
H -0.14 -0.37 0.84
H 2.94 -2.23 1.14
C 1.97 -0.47 0.62
H 0.30 -0.02 -2.25
H -1.18 0.82 -2.13
H 1.78 -0.17 -0.36
C 2.26 -2.04 0.38
H -2.84 1.40 0.91
N -3.94 -0.51 0.59
N -2.10 -1.40 -0.54
H 0.00 1.64 -3.12

=====

Entry 2:
25
Properties=species:S:1:pos:R:3 method="wB97M-V/def2-TZVPD" total_energy_ev=-27304.894 homo_ev=-8.78 smiles="O=S1(=O)[C@H]2CN3CCN(CN1C3)N2" de_lowest_ev=0.000
H 0.65 -2.66 -0.67
H 1.00 2.62 -0.32
C -1.56 0.40 0.65
H -2.42 -0.21 0.88
C -0.48 1.44 -1.34
H -1.83 1.45 0.87
H 1.61 1.71 -1.67
C -0.77 -1.07 -1.21
N 1.62 -0.75 -0.45
H 1.52 0.21 2.17
H -1.63 -1.73 -1.16
H -0.40 -1.06 -2.26
H 0.78 1.75 1.77
N -0.47 0.02 1.55
O 0.83 -2.11 2.32
C 0.95 1.64 -0.81
C 0.39 -1.61 -0.36
N 1.41 0.58 0.12
C 0.85 0.69 1.47
H -0.45 1.32 -2.44
N -1.19 0.30 -0.78
H 2.42 -1.22 0.01
O -1.48 -2.42 1.48
S -0.24 -1.65 1.35
H -1.07 2.37 -1.16

=====

Entry 3:
23
Properties=species:S:1:pos:R:3 method="wB97M-V/def2-TZVPD" total_energy_ev=-13856.135 homo_ev=-11.23 de_lowest_ev=3.119 charge=+1
C 0.37 -1.01 0.01
C -0.18 0.86 0.94
C -2.66 0.98 0.67
H -0.68 2.49 -1.19
N -1.46 2.11 -0.75
H 2.37 -1.90 -1.55
H 2.89 -0.17 -1.32
H -3.14 2.79 -1.79
H -0.64 -1.35 0.29
N -3.48 1.42 -0.26
N -1.36 1.28 0.38
N 2.08 -2.40 1.21
H 0.28 -0.90 -2.15
C 2.17 -0.98 -1.04
H 0.53 1.47 0.56
N 0.71 -0.92 -1.27
H -0.31 0.77 2.00
H 2.08 -2.34 2.22
H 2.20 -3.33 0.86
C -2.72 2.17 -1.04
C 1.83 -1.21 0.55
H 2.17 -0.37 1.04
H -3.06 0.52 1.63

=====

Entry 4:
20
Properties=species:S:1:pos:R:3 method="wB97M-V/def2-TZVPD" total_energy_ev=-9950.755 homo_ev="-1.03 / -2.40" de_lowest_ev=2.591 charge=-1
H 1.29 -1.55 0.61
C 2.12 0.43 0.24
H -1.06 -2.25 0.76
O -0.98 -2.03 3.17
C -0.84 1.19 0.55
H 2.34 0.42 -0.85
H 1.88 1.46 0.51
H 3.05 0.16 0.75
C -1.26 -1.20 1.04
H -0.32 -1.45 -1.61
H -1.73 -0.40 -1.53
H -0.31 1.91 -0.08
H -0.62 1.39 1.59
H -1.91 1.31 0.37
C -0.67 -0.47 -1.31
H -0.14 0.28 -1.90
N -0.94 -0.97 2.45
H -2.34 -1.03 0.88
C 1.02 -0.50 0.64
C -0.41 -0.24 0.21

=====

Entry 5:
20
Properties=species:S:1:pos:R:3 method="wB97M-V/def2-TZVPD" total_energy_ev=-9949.781 homo_ev=-0.90 smiles=CC[C@@]1(C)C[C@@H]1N[O-] de_lowest_ev=3.565 charge=-1
H 3.10 -0.13 1.05
C -2.43 -0.37 -0.36
N 2.58 0.12 0.26
H 1.18 1.88 0.04
C 0.15 1.61 -0.05
H -0.99 -1.68 -1.00
H -2.36 -0.70 0.58
C 0.31 -0.61 1.25
C 1.34 -0.58 0.06
H -0.24 -1.42 1.63
H -0.38 2.16 -0.77
H -2.51 0.64 -0.41
H -3.12 -0.75 -1.03
C -1.07 -0.53 -1.00
H 1.53 -1.51 -0.39
H -0.81 -0.01 -2.05
H 0.65 -0.03 2.13
C -0.02 0.06 -0.06
H -0.39 1.95 0.84
O 3.48 -0.09 -0.73

=====

Entry 6:
20
Properties=species:S:1:pos:R:3 method="wB97M-V/def2-TZVPD" total_energy_ev=-9949.766 homo_ev=-2.52 de_lowest_ev=3.580 charge=-1
H 3.19 0.44 -1.27
N -0.68 1.37 1.60
H 1.51 0.32 0.56
C -2.56 0.28 0.37
H -0.26 -0.93 1.75
H -2.91 1.15 -0.24
C 0.80 -0.20 -0.08
H -2.69 -0.60 -0.28
H -1.60 1.22 2.06
C 2.69 -0.50 -1.61
H 3.27 -1.27 -1.09
H -0.74 1.21 -0.44
H 0.57 -0.30 -2.19
C 1.21 -0.56 -1.37
H -0.48 -1.76 0.07
H -0.05 0.88 2.21
H 2.89 -0.55 -2.68
O -3.03 0.16 1.57
C -0.88 0.54 0.40
C -0.25 -0.90 0.69

=====

Entry 7:
20
Properties=species:S:1:pos:R:3 method="wB97M-V/def2-TZVPD" total_energy_ev=-9951.836 homo_ev="-8.87 / -8.86" spin_multiplicity=2 de_lowest_ev=0.013
H -0.11 -2.25 0.59
C -0.42 -0.07 0.80
H -3.61 0.96 -1.69
H 2.31 -2.18 0.18
H -1.24 0.80 -1.11
C 1.76 -1.22 0.19
H 4.03 0.38 -0.11
H 5.52 1.00 0.43
C 0.38 -1.28 0.51
H -4.50 1.31 -0.21
C -2.78 0.10 0.13
C -1.51 0.32 -0.19
H -3.08 -0.45 1.01
C -3.92 0.55 -0.74
H 0.23 0.81 0.89
N 4.83 1.00 -0.30
O 2.33 -0.15 -0.04
H 5.28 0.78 -1.18
H -0.86 -0.16 1.80
H -4.62 -0.26 -0.94

=====

Entry 8:
20
Properties=species:S:1:pos:R:3 method="wB97M-V/def2-TZVPD" total_energy_ev=-9949.622 homo_ev="-3.58 / -8.52" spin_multiplicity=2 de_lowest_ev=2.228
H 1.20 -2.26 2.15
H -0.29 -0.25 -1.77
H 1.56 -1.63 -0.83
C -2.23 1.65 -1.20
H -2.65 0.97 -1.93
H 3.58 -1.37 2.18
H 2.33 -3.07 1.10
C 0.13 -0.52 0.26
C -0.37 0.15 -0.76
H 0.21 -2.60 -0.14
H -0.08 -0.29 1.30
O -2.97 2.77 -0.95
C 1.80 -2.14 1.25
H 2.36 -0.23 1.91
H -3.70 2.88 -1.56
H -0.66 2.21 0.06
C -1.05 1.46 -0.60
C 0.93 -1.81 0.05
N 2.82 -1.08 1.50
H 3.25 -0.73 0.62

=====

Entry 9:
20
Properties=species:S:1:pos:R:3 method="wB97M-V/def2-TZVPD" total_energy_ev=-9941.713 homo_ev=-12.25 de_lowest_ev=5.392 charge=+1
H 0.22 -1.91 -1.02
H -1.22 0.97 -0.64
H -3.67 1.45 -0.91
H 0.07 0.16 1.20
N 5.14 0.55 0.58
C -4.15 0.52 -0.43
H -3.09 -1.21 0.57
H 5.33 -0.29 1.12
H -4.63 1.04 0.43
H 4.14 0.60 0.48
C 0.54 -0.98 -0.53
C -1.61 0.12 -0.08
H -0.82 -1.40 1.21
C 1.71 -0.25 -0.72
C -2.93 -0.28 0.02
H 2.35 -0.59 -1.57
O 2.25 0.54 0.13
H 5.73 1.41 0.72
C -0.41 -0.61 0.54
H -4.95 0.17 -1.08

=====

Entry 10:
20
Properties=species:S:1:pos:R:3 method="wB97M-V/def2-TZVPD" total_energy_ev=-9944.650 homo_ev=-15.19 de_lowest_ev=2.455 charge=+1
H 1.07 -0.21 -1.67
C -0.74 1.41 0.63
C -0.32 -1.07 0.65
H -0.68 1.35 1.70
H -1.78 -2.06 -0.83
N -0.17 0.27 -0.06
H -0.37 2.36 0.36
H 0.39 -1.95 0.72
H 2.21 -0.90 0.40
O -2.04 1.15 0.04
H 1.10 1.48 -1.17
C 2.36 0.10 0.04
H -2.61 -1.30 0.63
C 1.10 0.42 -0.73
C -1.50 0.05 -0.70
H 3.22 0.15 -0.68
C -1.72 -1.29 -0.03
H -1.46 0.14 -1.83
H 2.63 0.73 0.92
H -0.67 -0.83 1.61

=====

Entry 11:
20
Properties=species:S:1:pos:R:3 method="wB97M-V/def2-TZVPD" total_energy_ev=-9944.787 homo_ev=-13.50 smiles="C=CCC[C@H]([NH3+])C=O" de_lowest_ev=2.318 charge=+1
C -0.02 -1.41 0.50
H 1.56 -0.80 -0.74
H -3.36 -1.72 0.26
H -0.45 0.85 0.64
H 0.00 -0.81 -1.48
C 1.71 1.27 0.79
H -0.61 2.33 -1.41
H -1.33 -0.67 2.04
N 0.33 1.96 -1.14
C -2.26 -1.68 0.23
H 0.99 2.72 -0.96
H 0.67 -1.31 1.32
H -0.02 -2.40 0.03
H -1.96 -2.13 -0.65
H 2.25 0.45 1.30
C 0.46 0.98 -0.08
C -1.36 -1.05 0.99
H 0.59 1.48 -1.99
C 0.60 -0.43 -0.56
O 2.22 2.37 0.90

=====

Entry 12:
21
Properties=species:S:1:pos:R:3 method="wB97M-V/def2-TZVPD" total_energy_ev=-11990.370 homo_ev=-12.29 de_lowest_ev=3.944 charge=+1
C -1.93 -0.21 0.97
H 0.92 1.63 -1.09
H 2.50 1.03 -0.25
O -0.64 -0.12 -2.39
C 0.25 -0.78 -1.91
H -0.80 2.05 -1.30
H -1.65 -0.37 2.00
H 2.27 0.14 -2.60
C 1.53 0.84 -0.70
H 1.97 -1.38 0.96
C -1.38 1.18 -0.92
H 0.20 -1.78 1.49
C 0.48 0.02 0.19
O 1.80 -0.09 -1.76
C 0.97 -0.92 1.26
H 1.04 -0.38 2.21
H 0.46 -1.83 -1.90
N -0.91 0.40 0.09
H -2.41 1.30 -0.94
H -2.00 -1.20 0.56
H -2.83 0.43 0.97

=====

Entry 13:
22
Properties=species:S:1:pos:R:3 method="wB97M-V/def2-TZVPD" total_energy_ev=-14038.372 homo_ev=-14.34 smiles=C[C@H]1CC[C@H](C2(O)OO2)[NH2+]1 de_lowest_ev=3.364 charge=+1
H -3.20 -1.19 -1.28
C 2.69 -0.06 -0.47
H 2.54 0.98 -0.37
H 3.37 -0.44 0.25
C 0.85 -0.17 1.44
N 0.19 -0.04 -0.84
C 1.38 -0.58 0.02
H 1.14 0.77 1.76
H -0.64 1.71 0.12
H 0.63 0.52 -1.58
H -1.07 -0.99 1.51
O -3.27 0.83 0.05
H 1.16 -1.69 0.05
C -0.82 0.71 -0.07
C -2.19 0.38 -0.70
O -2.33 -0.76 -1.41
H -0.18 -0.82 -1.31
O -2.82 1.52 -1.14
H 1.25 -0.94 2.11
C -0.70 0.02 1.30
H 3.02 -0.34 -1.54
H -0.99 0.56 2.10

=====

Entry 14:
21
Properties=species:S:1:pos:R:3 method="wB97M-V/def2-TZVPD" total_energy_ev=-19237.290 homo_ev="-9.07 / -8.34" de_lowest_ev=5.349
C 0.77 0.39 -1.31
H 0.83 2.33 0.47
H 0.63 -0.27 -2.31
C 0.82 0.36 1.10
C 1.17 -0.50 -0.20
P -2.75 -0.12 0.39
H -2.47 -1.42 0.58
H 0.85 -2.49 0.61
H -0.78 1.85 1.21
H -0.78 1.93 -1.39
H 1.44 1.15 -1.65
H 0.73 -2.52 -1.08
C -0.56 1.08 -0.72
N -1.63 0.22 -0.78
C 0.54 -1.90 -0.16
C 0.06 1.55 0.63
H 2.33 -0.66 -0.22
H 1.77 0.61 1.70
H -2.26 0.42 1.54
O -0.81 -1.75 0.01
H 0.11 -0.27 1.56

=====

Entry 15:
20
Properties=species:S:1:pos:R:3 method="wB97M-V/def2-TZVPD" total_energy_ev=-18728.830 homo_ev="-11.73 / -14.14" spin_multiplicity=3 de_lowest_ev=2.308 charge=+1
H 0.17 1.52 2.37
N -0.51 -0.29 0.34
S 0.70 -2.32 -0.97
H -0.85 0.43 -0.23
H 1.20 -0.49 1.51
C -0.64 -1.61 -0.43
H -0.39 -4.47 -1.69
C 0.82 0.16 0.87
C 0.34 2.40 0.26
H -1.43 3.32 -0.35
H -1.07 -0.21 1.15
H 1.81 1.61 1.91
C -0.88 2.89 0.45
H 0.90 2.18 -0.71
H -1.27 -3.08 -2.11
C 0.84 1.59 1.46
H 0.15 -3.45 -3.09
H 1.60 0.15 -0.02
H -1.27 3.06 1.38
C -0.22 -3.38 -2.09

=====

Entry 16:
19
Properties=species:S:1:pos:R:3 method="wB97M-V/def2-TZVPD" total_energy_ev=-8461.168 homo_ev="-0.05 / -2.44" spin_multiplicity=2 de_lowest_ev=1.669 charge=-1
H -2.53 -1.97 3.48
H 2.42 -0.01 -0.67
C -1.17 -0.93 2.18
H -2.58 -2.47 1.75
H -1.38 0.19 2.47
O 3.09 3.66 -4.06
H 0.98 -0.66 -1.50
C 0.80 -0.71 0.68
H -3.30 -0.86 2.20
H 2.81 2.83 -4.40
C 1.42 -0.36 -0.55
H -1.05 0.12 -1.18
H -2.58 -0.51 -0.38
H -0.29 -1.28 2.77
C -1.47 -0.42 -0.35
H 1.41 -0.59 1.63
C -0.64 -0.68 0.72
H 2.68 4.28 -4.69
C -2.47 -1.61 2.47

=====

Entry 17:
19
Properties=species:S:1:pos:R:3 method="wB97M-V/def2-TZVPD" total_energy_ev=-8462.984 homo_ev=-9.47 smiles="CCC(C)=O.C=C" de_lowest_ev=1.370
H -1.72 -1.73 -0.90
H 0.09 -0.22 -2.31
H -1.08 2.76 0.80
O 1.17 1.63 -0.58
H 3.00 0.04 0.06
H -1.02 0.53 -1.18
C -0.64 -1.60 -0.80
C -0.83 1.89 1.42
C -0.21 -0.19 -1.25
H -0.16 -2.37 -1.41
C -1.57 0.79 1.42
C 1.01 0.42 -0.60
C 2.06 -0.50 -0.03
H -1.29 -0.08 2.00
H -2.47 0.71 0.82
H 1.75 -0.84 0.96
H 0.09 1.97 1.99
H 2.19 -1.40 -0.66
H -0.39 -1.81 0.25

=====

Entry 18:
19
Properties=species:S:1:pos:R:3 method="wB97M-V/def2-TZVPD" total_energy_ev=-8461.561 homo_ev=-8.02 smiles="C=C/C(C)=C/C.O" de_lowest_ev=2.793
H 0.54 -0.41 3.13
H 1.97 -0.32 0.88
H -1.25 -2.35 -1.71
C -1.27 0.72 0.75
C 1.45 0.17 -1.92
H -1.68 0.49 1.72
C 1.09 0.43 2.67
H -1.92 0.53 -0.12
H 1.44 0.49 -2.95
H 0.63 1.39 2.93
C 0.46 0.65 -1.12
C 1.09 0.28 1.18
H -2.53 -2.82 -1.78
O -2.12 -1.95 -1.70
H 2.06 0.37 3.17
H -0.25 1.26 -1.68
H 2.18 -0.41 -1.38
C 0.11 0.34 0.25
H -1.23 1.83 0.69

=====

Entry 19:
19
Properties=species:S:1:pos:R:3 method="wB97M-V/def2-TZVPD" total_energy_ev=-8463.976 homo_ev=-9.69 smiles="CCC(C=O)CC" de_lowest_ev=0.378
C 0.18 0.03 -0.01
H 0.99 -1.72 2.05
H -0.74 1.96 -2.80
H 0.80 1.99 -1.92
H -1.31 -0.99 1.17
C -0.75 0.82 -0.94
H -0.96 0.64 1.70
H -0.05 -1.05 3.32
C -0.05 1.36 -2.19
H -1.17 1.66 -0.37
O 1.70 -1.69 -0.79
H 1.11 0.59 0.16
C 0.57 -1.28 -0.66
H -1.60 0.18 -1.23
C 0.48 -0.81 2.39
C -0.49 -0.28 1.33
H 1.25 -0.07 2.62
H 0.33 0.55 -2.83
H -0.30 -1.89 -1.00

=====

Entry 20:
19
Properties=species:S:1:pos:R:3 method="wB97M-V/def2-TZVPD" total_energy_ev=-8462.956 homo_ev=-9.46 smiles=CO[C@H]1CC[C@H]1C de_lowest_ev=1.398
H -0.14 2.62 1.49
C 0.24 -0.06 -1.40
H -1.30 1.34 1.05
H -0.11 -3.00 -0.01
H -0.21 1.11 2.42
H -0.81 -0.17 -1.68
H -1.65 -2.81 0.87
C -0.28 1.54 1.42
C 0.63 1.38 -1.01
C 0.50 -0.52 0.05
H -1.49 -2.18 -0.79
H 1.76 1.09 0.90
H 0.85 -0.53 -2.17
H 1.40 -1.17 0.13
H -0.14 2.13 -1.19
C -0.97 -2.33 0.17
O -0.57 -1.12 0.74
C 0.76 0.94 0.48
H 1.56 1.73 -1.46